[1]
The following is a quantum chemistry calculation of a molecular structure, C9H14OSe, from the OMol25 dataset.

Each line ends with the Löwdin charge.
Cartesian coordinates (Å):
1 C 2.38941 1.18726 0.76195  -0.088
2 C 3.03717 0.05301 0.93324  -0.177
3 C 2.51279 0.12613 -1.26621  -0.252
4 C 1.54674 1.10885 -0.50725  -0.437
5 C 2.74372 -0.83375 -0.19369  -0.390
6 C 0.23275 0.44985 -0.25450  -0.456
7 C -3.48009 -0.55341 -0.95334  -0.019
8 C -2.69889 0.33941 1.31119  -0.028
9 C -2.54669 -0.69835 0.22013  -0.512
10 O -1.67269 -1.54388 0.32777  -0.170
11 Se 0.63036 -1.34327 0.05683  1.187
12 H 2.26975 2.05509 1.46546  0.127
13 H 3.76105 -0.26957 1.74768  0.131
14 H 2.07510 -0.26485 -2.24695  0.131
15 H 3.53702 0.61221 -1.48554  0.143
16 H 1.33200 2.00300 -1.10884  0.132
17 H 3.21239 -1.85303 -0.25831  0.114
18 H -0.53417 0.66452 -1.12770  0.076
19 H -4.63787 -0.63806 -0.67250  0.140
20 H -3.32922 -1.40440 -1.66290  0.095
21 H -3.19632 0.36183 -1.32131  0.045
22 H -1.72107 0.87117 1.26404  0.071
23 H -3.55123 0.94523 1.09972  0.058
24 H -2.78395 -0.05364 2.36019  0.105
25 H 0.87193 -1.32133 1.51084  -0.025

Computed properties:
- energy above the lowest of the compared OMol25 structures with the same formula, charge and spin (kJ/mol) = 391.3
- strongest force on any atom (eV/A) = 4.531
- electronic energy (eV) = -76948.1819

[2]
The following is a quantum chemistry calculation of a molecular structure, C9H14OSe, from the OMol25 dataset.

Each line ends with the Löwdin charge.
Cartesian coordinates (Å):
1 C -1.12417 -2.14955 0.11173  -0.057
2 C -0.01547 -2.77030 -0.30543  -0.168
3 C 0.34131 -2.17860 1.86608  -0.232
4 C -0.73310 -1.35226 1.26047  -0.444
5 C 1.10050 -2.51707 0.60571  -0.469
6 C -0.02966 -0.18620 0.66265  -0.416
7 C 0.45392 3.51231 -0.12987  -0.002
8 C -0.29287 1.83448 -1.97338  -0.004
9 C 0.63009 2.22679 -0.91234  -0.539
10 O 1.55036 1.49634 -0.69124  -0.141
11 Se 1.64651 -0.68399 0.18558  1.222
12 H -2.03037 -2.01136 -0.46203  0.119
13 H 0.15548 -3.47345 -1.05890  0.090
14 H 0.88519 -1.63717 2.72428  0.140
15 H -0.06466 -3.07803 2.37531  0.124
16 H -1.53427 -1.02494 1.80643  0.115
17 H 1.93355 -3.18759 0.59605  0.101
18 H 0.28589 0.72815 1.20771  0.029
19 H -0.27080 4.19712 -0.69564  0.106
20 H 1.34699 4.04235 0.23713  0.089
21 H -0.00235 3.19113 0.81151  0.082
22 H -0.03082 0.85995 -2.22298  0.071
23 H -1.26753 2.11947 -1.68277  0.088
24 H -0.07079 2.47660 -2.75563  0.077
25 H 1.46365 -1.22562 -1.28682  0.017

Computed properties:
- energy above the lowest of the compared OMol25 structures with the same formula, charge and spin (kJ/mol) = 411.4
- strongest force on any atom (eV/A) = 4.368
- electronic energy (eV) = -76947.9736

[3]
The following is a quantum chemistry calculation of 2 unconnected molecules or ions with the total composition C9H14S, from the OMol25 dataset.

Each line ends with the Löwdin charge.
Cartesian coordinates (Å):
1 C -3.13182 -0.13688 -1.58228  -0.431
2 C -1.75465 -2.19777 -0.33437  -0.420
3 S -2.03003 -0.42192 -0.18109  0.735
4 H -4.18359 -0.33412 -1.34310  0.033
5 H -3.07532 0.92050 -1.83509  0.024
6 H -2.78750 -0.74800 -2.41318  0.028
7 H -0.83539 -2.43275 0.19359  0.011
8 H -1.68971 -2.52527 -1.37324  0.037
9 H -2.56479 -2.71437 0.17210  0.025
10 C 1.65779 -1.03976 2.20698  -0.047
11 C 2.12826 0.65704 -1.16603  -0.090
12 C 2.17396 -0.26684 -0.14464  -0.068
13 C 1.49408 1.88146 -0.94703  -0.097
14 C 1.53005 -0.04697 1.07435  -0.299
15 C 0.87639 2.12084 0.27217  -0.107
16 C 0.92494 1.18757 1.28720  -0.083
17 H 2.57006 0.47544 -2.13242  0.097
18 H 2.66359 -1.23328 -0.30739  0.115
19 H 1.45804 2.65988 -1.69978  0.098
20 H 0.27709 3.02317 0.37086  0.104
21 H 1.40841 -0.55288 3.14357  0.074
22 H 2.68009 -1.43719 2.19701  0.080
23 H 0.49126 1.39962 2.25702  0.109
24 H 1.04010 -1.91856 1.98192  0.071

Computed properties:
- energy above the lowest of the compared OMol25 structures with the same formula, charge and spin (kJ/mol) = 19.8
- strongest force on any atom (eV/A) = 1.217
- SMILES = Cc1ccccc1.CSC
- electronic energy (eV) = -20395.0807

[4]
The following is a quantum chemistry calculation of 2 unconnected molecules or ions with the total composition C9H14S, from the OMol25 dataset.

Each line ends with the Löwdin charge.
Cartesian coordinates (Å):
1 C 2.60247 0.28177 0.29857  -0.055
2 C 0.40922 1.40608 -0.36033  -0.067
3 C 1.51271 0.63433 -0.68138  -0.288
4 C -0.58933 1.58061 -1.32787  -0.093
5 C -0.33371 1.30493 -2.65450  -0.100
6 C 1.74775 0.31128 -2.02333  -0.058
7 C 0.87507 0.73041 -3.02438  -0.081
8 H 0.37363 1.79331 0.65364  0.114
9 H -1.56067 1.93233 -0.99531  0.105
10 H 3.21727 -0.56056 -0.01847  0.076
11 H 2.25470 0.12766 1.30882  0.067
12 H -1.04756 1.64510 -3.36437  0.092
13 H 2.68085 -0.14668 -2.33739  0.109
14 H 1.09904 0.40138 -4.03097  0.101
15 H 3.29725 1.13074 0.28832  0.087
16 C -1.55067 -1.19822 1.36708  -0.607
17 C -1.65246 -1.08635 2.87759  -0.180
18 S -2.98520 -2.09874 0.63036  0.658
19 H -1.46431 -0.25538 0.83469  0.032
20 H -0.73297 -1.83507 1.04930  0.048
21 H -0.87887 -0.42253 3.27397  0.068
22 H -3.31382 -2.77108 1.73969  -0.161
23 H -1.28863 -2.02867 3.30603  0.072
24 H -2.67176 -0.87667 3.19023  0.064

Computed properties:
- energy above the lowest of the compared OMol25 structures with the same formula, charge and spin (kJ/mol) = 49.0
- strongest force on any atom (eV/A) = 1.308
- SMILES = Cc1ccccc1.CCS
- electronic energy (eV) = -20394.7784

[5]
The following is a quantum chemistry calculation of 2 unconnected molecules or ions with the total composition C9H14S, from the OMol25 dataset.

Each line ends with the Löwdin charge.
Cartesian coordinates (Å):
1 C -0.41596 0.24070 1.03700  -0.364
2 C -0.17652 -1.58687 -0.02485  -0.126
3 C -0.12391 1.71851 0.81269  -0.244
4 C -0.33468 2.10047 -0.65682  -0.225
5 C 1.71786 -0.09674 -0.34768  -0.162
6 C 0.91445 0.08334 -1.62659  -0.204
7 C 0.83399 -0.80373 0.67557  -0.377
8 C -0.39468 0.85705 -1.47113  -0.407
9 C -1.01881 -3.02621 1.61226  0.131
10 S -1.46304 -0.23510 -0.36560  0.951
11 H -1.00170 2.11750 1.40772  0.122
12 H 0.95041 1.78075 1.29042  0.137
13 H -1.33171 2.35631 -0.68312  0.049
14 H 0.24041 2.91471 -1.09514  0.130
15 H 2.61543 -0.60474 -0.42961  0.085
16 H 2.01259 0.99432 0.07260  0.143
17 H 1.36689 0.82318 -2.28944  0.129
18 H 0.75012 -0.82261 -2.03572  0.070
19 H 1.45053 -1.18995 1.46567  0.117
20 H -0.68399 0.87953 -2.45299  0.092
21 H -0.17130 -3.24226 2.06740  -0.038
22 H -1.47985 -3.80556 1.16156  -0.022
23 H -1.60059 -2.28906 2.00102  -0.026
24 H -2.65597 0.83643 -0.12524  0.040

Computed properties:
- energy above the lowest of the compared OMol25 structures with the same formula, charge and spin (kJ/mol) = 1147.4
- strongest force on any atom (eV/A) = 5.426
- electronic energy (eV) = -20383.3944

[6]
The following is a quantum chemistry calculation of a single C9H14S molecule, from the OMol25 dataset.

Each line ends with the Löwdin charge.
Cartesian coordinates (Å):
1 C -1.28533 2.11570 -0.43151  -0.058
2 C -0.62560 1.11825 -0.36663  -0.089
3 C 2.71648 0.33347 0.72924  -0.013
4 C 1.72766 0.42737 -0.13040  -0.200
5 C -2.01552 3.35744 -0.56898  -0.118
6 C -1.63664 -1.40423 0.89860  -0.109
7 C 1.10510 -2.50162 -1.22669  -0.317
8 C -0.23900 -0.76296 1.08437  -0.287
9 C 0.25243 -0.00231 -0.11935  -0.738
10 S 0.06253 -1.03824 -1.65034  0.912
11 H 3.66016 0.67998 0.51135  0.020
12 H 2.54734 -0.10760 1.76276  0.082
13 H 2.09909 0.98484 -1.00900  0.110
14 H -1.90627 4.11921 0.25568  0.090
15 H -3.09983 3.17434 -0.79280  0.091
16 H -1.52836 4.03848 -1.29480  0.080
17 H -1.80926 -1.64197 -0.21950  0.061
18 H -2.35707 -0.68990 1.19240  0.045
19 H -1.59229 -2.44496 1.52511  0.129
20 H 0.76974 -3.05374 -2.11385  0.010
21 H 0.88276 -2.77465 -0.19687  0.027
22 H 2.17868 -2.29285 -1.18066  0.047
23 H -0.36440 -0.05214 1.91465  0.119
24 H 0.45763 -1.58190 1.42721  0.108

Computed properties:
- energy above the lowest of the compared OMol25 structures with the same formula, charge and spin (kJ/mol) = 244.8
- spin multiplicity = 3
- strongest force on any atom (eV/A) = 4.537
- electronic energy (eV) = -20386.8278

[7]
The following is a quantum chemistry calculation of 2 unconnected molecules or ions with the total composition C9H15B2FNO4, from the OMol25 dataset.

Each line ends with the Löwdin charge.
Cartesian coordinates (Å):
1 C -2.03774 3.27348 2.14696  -0.083
2 C -2.48065 3.26647 0.69342  -0.282
3 O -2.94241 2.01731 0.21777  0.018
4 B -1.93731 1.12864 -0.22090  -0.863
5 O -2.31244 0.40126 -1.40415  0.054
6 N -0.69378 0.94267 0.37869  0.064
7 C -0.88489 0.14019 1.60991  -0.215
8 B 0.52668 0.15917 2.28277  -0.680
9 O 1.04834 1.36016 2.69223  0.135
10 O 1.29681 -0.99744 2.45769  0.098
11 H -2.24601 4.24047 2.58913  0.059
12 H -2.54479 2.49367 2.69121  0.065
13 H -0.98522 3.05185 2.20264  0.055
14 H -1.68160 3.66426 0.07465  0.109
15 H -3.32175 3.95067 0.60931  0.097
16 H -2.48610 -0.50584 -1.11566  0.066
17 H -1.15415 -0.90725 1.40383  0.086
18 H -1.61644 0.56866 2.31159  0.078
19 H 1.70862 1.22640 3.38591  0.092
20 H 1.96676 -1.02809 1.75448  0.096
21 F 0.69598 -3.17061 0.03156  0.057
22 C 1.29785 -2.76374 -1.10307  -0.284
23 C 2.11559 -3.65647 -1.77103  -0.036
24 C 2.73573 -3.24783 -2.94247  -0.112
25 C 2.53596 -1.96123 -3.42203  -0.115
26 C 1.71162 -1.08287 -2.72929  -0.073
27 C 1.08012 -1.47881 -1.56041  0.010
28 H 2.25992 -4.65344 -1.37487  0.108
29 H 3.37451 -3.93610 -3.48073  0.093
30 H 3.02250 -1.64371 -4.33554  0.091
31 H 1.55509 -0.07821 -3.09729  0.108
32 H 0.42673 -0.79292 -1.01397  0.101

Computed properties:
- charge = -1
- strongest force on any atom (eV/A) = 1.038
- electronic energy (eV) = -23331.2630

[8]
The following is a quantum chemistry calculation of 3 unconnected molecules or ions with the total composition C9H15BIN2O7, from the OMol25 dataset.

Each line ends with the Löwdin charge.
Cartesian coordinates (Å):
1 C 4.89295 1.80805 -0.69057  -0.168
2 N 3.99911 1.83435 -1.84415  -0.163
3 C 2.65111 1.30757 -1.51209  -0.317
4 B 1.75268 2.37968 -0.69016  -1.072
5 I 1.27515 4.13449 -2.02484  0.527
6 N 0.40711 1.80228 -0.13088  0.132
7 C -0.01809 0.85070 -0.70915  -0.420
8 O -0.27726 -0.24421 -1.07869  0.056
9 H 4.71411 0.95530 -0.00715  0.074
10 H 5.93986 1.78662 -1.03489  0.068
11 H 4.77058 2.74074 -0.11977  0.067
12 H 4.36280 1.26258 -2.59725  0.082
13 H 2.17803 1.11062 -2.49775  0.087
14 H 2.72356 0.31837 -1.00457  0.095
15 H 2.35482 2.82233 0.25412  0.025
16 C -3.37057 -0.54559 -1.42274  -0.118
17 C -3.73426 0.35291 -0.27077  -0.117
18 O -5.13805 0.11426 -0.12169  0.057
19 C -5.40766 -1.10936 -0.64541  -0.574
20 O -6.44780 -1.67465 -0.53036  0.150
21 O -4.33551 -1.60054 -1.31314  0.059
22 H -2.36032 -0.93308 -1.34901  0.102
23 H -3.49367 -0.05547 -2.39092  0.139
24 H -3.22715 0.07269 0.65596  0.127
25 H -3.53839 1.40297 -0.47582  0.138
26 C -0.10408 -1.91084 1.38792  -0.115
27 C -0.98006 -1.83373 2.61214  -0.126
28 O -0.25039 -2.60257 3.57107  0.053
29 C 1.05537 -2.59963 3.19153  -0.570
30 O 1.94777 -3.00932 3.86214  0.153
31 O 1.20147 -2.07090 1.95424  0.073
32 H -0.15893 -1.01430 0.76873  0.094
33 H -0.32776 -2.78190 0.76713  0.139
34 H -1.08656 -0.81256 2.98599  0.134
35 H -1.96997 -2.25781 2.45078  0.129

Computed properties:
- charge = -1
- strongest force on any atom (eV/A) = 1.583
- electronic energy (eV) = -35669.5809